Record 1
ORCA calculation (ωB97M-V/def2-TZVPD) on C46H66N6S2Si2Ti as an isolated structure.

```
! wB97M-V def2-TZVPD RIJCOSX def2/J DEFGRID3
* xyz -2 1
Ti -0.331 0.541 -0.400
C -2.464 -3.765 -3.449
S -0.970 -2.873 -3.919
C -1.010 -1.470 -2.816
S -1.702 -1.564 -1.233
N -0.421 -0.435 -3.299
N -0.306 0.591 -2.380
C -0.071 1.813 -2.960
C -0.094 2.869 -2.116
C -0.077 4.251 -2.514
C -0.294 5.229 -1.615
C -0.501 4.865 -0.232
C -0.460 3.566 0.123
N -0.259 2.522 -0.754
H -2.365 -4.779 -3.838
H -3.359 -3.301 -3.863
H -2.543 -3.805 -2.365
H 0.080 1.890 -4.028
H 0.087 4.469 -3.564
H -0.299 6.269 -1.915
H -0.676 5.615 0.528
H -0.578 3.270 1.154
C -2.422 -2.825 5.114
C -0.971 -2.465 5.472
C -0.832 -0.981 5.791
C 0.142 -2.982 4.555
C 0.643 -4.242 4.893
C 1.847 -4.722 4.416
C 2.638 -3.846 3.670
C 2.187 -2.596 3.297
C 3.120 -1.588 2.658
C 4.306 -2.199 1.917
C 3.625 -0.642 3.755
C 0.834 -2.202 3.572
N 0.325 -1.131 2.880
C -0.998 -1.204 2.602
C -1.831 -0.398 1.882
N -1.565 0.788 1.119
C -2.577 1.787 1.264
C -3.452 2.125 0.211
C -4.357 3.169 0.388
C -4.427 3.885 1.567
C -3.578 3.543 2.604
C -2.659 2.507 2.476
C -1.747 2.224 3.656
C -2.576 1.742 4.849
C -0.926 3.454 4.060
C -3.500 1.372 -1.101
C -4.655 0.371 -1.088
C -3.585 2.288 -2.322
H -3.053 -2.758 6.006
H -2.487 -3.844 4.726
H -2.840 -2.149 4.367
H -0.774 -2.985 6.416
H -0.996 -0.364 4.911
H 0.173 -0.762 6.162
H -1.557 -0.695 6.559
H 0.076 -4.839 5.605
H 2.200 -5.714 4.674
H 3.638 -4.153 3.381
H 2.531 -0.998 1.956
H 5.026 -2.649 2.609
H 4.833 -1.425 1.354
H 3.983 -2.964 1.209
H 2.785 -0.150 4.251
H 4.285 0.127 3.343
H 4.185 -1.209 4.506
H -1.520 -2.102 2.937
H -2.879 -0.695 1.861
H -5.019 3.425 -0.432
H -5.132 4.702 1.677
H -3.615 4.102 3.534
H -1.048 1.439 3.369
H -3.351 2.474 5.093
H -1.947 1.608 5.730
H -3.059 0.789 4.626
H -1.554 4.219 4.528
H -0.426 3.913 3.205
H -0.157 3.165 4.781
H -2.587 0.789 -1.207
H -5.607 0.897 -0.958
H -4.539 -0.347 -0.275
H -4.683 -0.193 -2.024
H -4.590 2.706 -2.446
H -3.348 1.716 -3.223
H -2.873 3.112 -2.253
C 2.868 3.876 -0.302
Si 2.956 2.032 0.090
C 1.874 1.770 1.618
C 4.737 1.854 0.736
C 2.767 0.901 -1.353
C 2.339 -0.427 -1.210
C 2.951 -1.540 -1.893
C 2.618 -2.822 -1.605
C 1.647 -3.094 -0.614
C 1.017 -2.034 -0.049
N 1.289 -0.728 -0.363
Si 3.616 1.313 -2.944
C 2.872 0.395 -4.421
C 3.532 3.144 -3.389
C 5.480 0.933 -2.978
H 3.791 4.223 -0.769
H 2.757 4.412 0.647
H 2.032 4.160 -0.946
H 2.525 1.522 2.458
H 1.124 0.977 1.616
H 1.369 2.710 1.859
H 4.874 2.410 1.670
H 5.454 2.243 0.005
H 4.989 0.805 0.922
H 3.749 -1.335 -2.593
H 3.127 -3.637 -2.111
H 1.372 -4.099 -0.329
H 0.259 -2.179 0.702
H 1.904 -0.054 -4.187
H 3.533 -0.403 -4.774
H 2.725 1.093 -5.251
H 2.522 3.544 -3.268
H 3.827 3.248 -4.438
H 4.210 3.755 -2.791
H 5.676 -0.140 -3.057
H 5.977 1.291 -2.072
H 5.949 1.423 -3.840
*
```

The calculation puts the HOMO energy at -0.932 eV. The HOMO-LUMO gap is 5.147 eV. For the energy, the calculation gives -118259.291 eV.

***

Record 2
ORCA calculation (ωB97M-V/def2-TZVPD) on C46H69BN6O4P2S2Ti as an isolated structure.

```
! wB97M-V def2-TZVPD RIJCOSX def2/J DEFGRID3
* xyz 0 3
Ti 0.241 0.670 -0.969
C -2.207 -2.680 0.499
C -3.085 -2.126 1.625
C -3.141 -3.173 2.736
C -4.478 -1.886 1.038
P -2.297 -0.435 2.064
C -0.905 -0.987 3.217
N 0.028 0.113 3.331
B 0.375 1.042 2.310
N 1.187 2.052 2.884
C 1.783 3.201 2.244
P 0.931 3.632 0.615
C 2.422 4.479 -0.234
C 1.890 5.150 -1.500
C 3.333 3.322 -0.660
C 3.254 5.483 0.564
C -0.296 4.985 1.222
C -1.029 4.399 2.431
C -1.315 5.107 0.086
C 0.236 6.367 1.577
C 1.433 1.683 4.192
C 2.262 2.254 5.141
C 2.375 1.626 6.372
C 1.674 0.461 6.649
C 0.833 -0.119 5.707
C 0.715 0.493 4.471
C -3.459 0.454 3.307
C -4.361 1.339 2.440
C -2.589 1.360 4.183
C -4.316 -0.386 4.248
H -2.651 -3.590 0.097
H -1.209 -2.922 0.856
H -2.107 -1.960 -0.317
H -3.620 -4.073 2.351
H -3.706 -2.842 3.600
H -2.141 -3.447 3.063
H -4.784 -2.756 0.456
H -4.466 -1.020 0.379
H -5.231 -1.724 1.804
H -0.404 -1.845 2.752
H -1.275 -1.285 4.201
H 2.829 2.965 2.019
H 1.746 4.062 2.922
H 2.718 5.445 -2.147
H 1.255 4.454 -2.046
H 1.316 6.043 -1.266
H 2.758 2.516 -1.118
H 3.866 2.906 0.191
H 4.073 3.670 -1.379
H 2.753 6.440 0.652
H 4.193 5.659 0.039
H 3.493 5.125 1.560
H -1.362 3.387 2.205
H -1.907 5.002 2.664
H -0.405 4.371 3.321
H -1.715 4.124 -0.159
H -0.856 5.523 -0.807
H -2.141 5.755 0.381
H 1.015 6.321 2.335
H -0.581 6.976 1.966
H 0.631 6.870 0.698
H 2.820 3.153 4.929
H 3.043 2.030 7.118
H 1.798 -0.003 7.616
H 0.309 -1.040 5.927
H -3.762 1.904 1.727
H -4.919 2.040 3.062
H -5.077 0.744 1.877
H -1.897 1.943 3.582
H -2.015 0.782 4.902
H -3.222 2.049 4.744
H -5.029 -1.009 3.717
H -4.885 0.288 4.887
H -3.702 -1.008 4.894
S -0.689 -0.976 -2.735
C 0.510 -2.205 -2.708
N 0.843 -2.856 -3.870
C 1.876 -3.859 -3.799
C 1.671 -4.708 -2.555
N 1.701 -3.853 -1.398
C 1.890 -4.528 -0.133
C 3.301 -5.035 0.008
C 4.352 -4.126 0.037
C 5.655 -4.566 0.177
C 5.925 -5.921 0.285
C 4.884 -6.832 0.251
C 3.579 -6.391 0.107
C 1.036 -2.648 -1.484
S 0.943 -1.655 -0.102
C 0.615 -2.273 -5.173
C -0.210 -3.202 -6.024
C 0.330 -3.866 -7.117
C -0.455 -4.728 -7.867
C -1.779 -4.939 -7.525
C -2.318 -4.286 -6.428
C -1.538 -3.425 -5.680
H 2.873 -3.390 -3.771
H 1.808 -4.489 -4.689
H 2.473 -5.445 -2.462
H 0.712 -5.245 -2.629
H 1.183 -5.366 -0.044
H 1.678 -3.803 0.657
H 4.132 -3.071 -0.041
H 6.465 -3.852 0.209
H 6.944 -6.266 0.397
H 5.088 -7.889 0.337
H 2.772 -7.111 0.085
H 1.580 -2.067 -5.655
H 0.078 -1.332 -5.024
H 1.366 -3.710 -7.387
H -0.034 -5.235 -8.722
H -2.389 -5.609 -8.110
H -3.352 -4.446 -6.161
H -1.943 -2.915 -4.818
C -3.019 2.874 -2.717
C -1.709 2.292 -2.284
N -1.603 1.450 -1.242
O -2.801 1.175 -0.544
C -0.490 2.474 -2.950
C -0.302 3.206 -4.243
N 0.510 2.011 -2.185
O 1.403 1.046 -2.403
H -3.660 3.000 -1.846
H -3.528 2.205 -3.414
H -2.874 3.833 -3.207
H -3.261 0.476 -1.039
H -0.378 4.286 -4.087
H -1.063 2.911 -4.963
H 0.683 2.980 -4.646
O 0.099 0.920 0.954
O 1.395 1.077 0.329
*
```

The calculation puts the HOMO energy (spin up / spin down) at -6.196 / -7.587 eV. The HOMO-LUMO gap (spin up / spin down) is 6.640 / 6.826 eV. The calculation puts the energy above the lowest of the compared OMol25 structures with the same formula, charge and spin at 28.8 kcal per mole. For the energy, the calculation gives -129991.791 eV.

***

Record 3
ORCA calculation (ωB97M-V/def2-TZVPD) on a 12-piece molecular cluster, C46H69NO22 overall.

```
! wB97M-V def2-TZVPD RIJCOSX def2/J DEFGRID3
* xyz 0 1
C -2.224 -20.671 10.552
C -1.551 -21.150 9.339
N -0.955 -21.448 8.410
H -1.520 -20.690 11.379
H -3.094 -21.289 10.683
H -2.549 -19.654 10.438
O 0.221 -13.629 15.098
C -0.643 -12.928 14.645
O -1.965 -13.220 14.917
C -2.788 -12.278 14.150
C -1.875 -11.608 13.143
C -0.533 -11.626 13.900
H -3.281 -11.695 14.940
H -3.594 -12.922 13.825
H -2.226 -10.603 12.883
H -1.725 -12.274 12.278
H -0.444 -10.812 14.616
H 0.261 -11.611 13.173
O -5.585 -12.528 15.881
C -5.344 -13.614 16.226
O -4.983 -14.559 15.342
C -4.661 -15.842 15.900
C -4.454 -15.510 17.352
C -5.444 -14.286 17.575
H -3.820 -16.256 15.328
H -5.491 -16.501 15.704
H -3.437 -15.129 17.430
H -4.738 -16.381 17.950
H -5.190 -13.634 18.394
H -6.448 -14.722 17.637
O 6.469 -18.549 11.981
C 5.417 -18.994 12.290
O 4.497 -18.258 12.980
C 3.294 -18.984 13.252
C 3.653 -20.449 13.129
C 4.777 -20.420 12.108
H 2.592 -18.708 12.469
H 2.934 -18.579 14.193
H 2.827 -21.095 12.805
H 4.040 -20.821 14.123
H 4.379 -20.446 11.094
H 5.590 -21.134 12.266
O -2.119 -18.878 16.251
C -1.934 -18.479 17.408
O -1.682 -17.152 17.577
C -1.393 -16.974 18.960
C -1.070 -18.331 19.476
C -1.982 -19.258 18.660
H -2.264 -16.561 19.485
H -0.580 -16.304 19.165
H -1.228 -18.403 20.552
H -0.025 -18.583 19.284
H -3.038 -19.112 18.932
H -1.704 -20.301 18.680
O -4.585 -19.264 12.309
C -5.222 -18.283 12.187
O -4.913 -17.081 12.781
C -5.946 -16.127 12.471
C -6.507 -16.539 11.138
C -6.396 -18.052 11.205
H -5.529 -15.116 12.511
H -6.721 -16.203 13.244
H -5.909 -16.199 10.276
H -7.532 -16.170 10.972
H -6.127 -18.580 10.312
H -7.260 -18.483 11.767
O 3.228 -18.701 16.657
C 2.502 -19.655 16.808
O 2.980 -20.728 17.430
C 1.986 -21.757 17.474
C 0.671 -21.076 17.291
C 1.082 -19.831 16.421
H 2.178 -22.224 18.439
H 2.275 -22.472 16.692
H 0.378 -20.621 18.240
H -0.089 -21.678 16.824
H 0.460 -18.938 16.584
H 0.972 -20.125 15.374
O -0.071 -19.812 13.029
C -0.546 -18.717 13.330
O 0.319 -17.842 13.846
C -0.448 -16.610 14.229
C -1.569 -16.614 13.317
C -1.878 -18.103 13.163
H 0.281 -15.839 14.144
H -0.769 -16.715 15.289
H -1.353 -16.074 12.394
H -2.494 -16.132 13.710
H -2.326 -18.391 12.224
H -2.431 -18.496 14.024
O -2.487 -17.311 9.911
C -1.307 -17.101 9.780
O -0.386 -17.975 10.352
C 0.947 -17.581 10.098
C 0.903 -16.203 9.465
C -0.565 -16.055 9.009
H 1.366 -18.417 9.538
H 1.462 -17.566 11.067
H 1.614 -16.095 8.651
H 1.118 -15.488 10.278
H -0.721 -16.307 7.966
H -0.940 -15.051 9.203
O -6.033 -22.004 15.253
C -4.897 -22.302 15.171
O -4.361 -23.434 15.694
C -3.035 -23.686 15.169
C -2.549 -22.306 14.761
C -3.807 -21.522 14.525
H -3.149 -24.314 14.272
H -2.493 -24.217 15.957
H -1.899 -22.331 13.915
H -1.969 -21.905 15.573
H -4.145 -21.436 13.502
H -3.850 -20.546 15.012
O 2.409 -12.254 12.632
C 2.776 -13.347 12.933
O 2.472 -14.429 12.163
C 3.161 -15.598 12.669
C 4.307 -15.126 13.558
C 3.678 -13.817 14.036
H 3.472 -16.111 11.752
H 2.438 -16.203 13.216
H 5.160 -14.910 12.929
H 4.615 -15.793 14.343
H 4.357 -13.041 14.359
H 3.034 -14.095 14.886
O 2.232 -17.907 19.836
C 2.490 -17.081 18.986
O 1.446 -16.756 18.120
C 1.823 -15.771 17.142
C 3.052 -15.127 17.766
C 3.678 -16.226 18.607
H 0.940 -15.150 17.060
H 1.928 -16.324 16.197
H 2.639 -14.311 18.414
H 3.791 -14.673 17.118
H 4.232 -15.882 19.474
H 4.242 -16.892 17.926
*
```

The calculation puts the HOMO energy at -10.012 eV. The HOMO-LUMO gap is 10.288 eV. Its SMILES is O=C1CCCO1.O=C1CCCO1.O=C1CCCO1.O=C1CCCO1.O=C1CCCO1.O=C1CCCO1.O=C1CCCO1.O=C1CCCO1.O=C1CCCO1.O=C1CCCO1.O=C1CCCO1.CC#N. For the energy, the calculation gives -95358.527 eV.

***

- Which value of energy does entry 1 give?
  -118259.291 eV

***

- Which value of energy does entry 2 give?
  -129991.791 eV

***

- What is the energy in the third record?
  -95358.527 eV